[1]
Molecular formula: C30H86N14O11
Method: DFT, the ωB97M-V functional and the def2-TZVPD basis

Results
SMILES: COC[C@H](C)N.COC[C@H](C)N.COC[C@H](C)N.COC[C@H](C)N.COC[C@H](C)N.COCCNCCOC.NC(N)=O.NC(N)=O.NC(N)=O.NC(N)=O
F_max in eV/A: 6.24
Gap between HOMO and LUMO in eV: 8.959

Element x y z (Å)
C1 2.22932 -25.80475 -12.24406
O1 1.45482 -25.56868 -11.34128
N1 2.22784 -25.49937 -13.48914
N2 3.27530 -26.57991 -12.08267
H1 2.74341 -26.07853 -14.13635
H2 1.42345 -24.95346 -13.76308
H3 3.54041 -26.84626 -11.14520
H4 3.89990 -26.77389 -12.85232
C2 6.83973 -24.24863 -11.79813
O2 7.64668 -24.96456 -11.27537
N3 7.02925 -22.98137 -11.93742
N4 5.77376 -24.76267 -12.37367
H5 7.93073 -22.60191 -11.68556
H6 6.32219 -22.44179 -12.41598
H7 5.08698 -24.17052 -12.81841
H8 5.64282 -25.76412 -12.36677
C3 6.38868 -28.21567 -12.33340
O3 5.63431 -27.56100 -13.06603
N5 6.97170 -29.33120 -12.67029
N6 6.74071 -27.74558 -11.23031
H9 6.69950 -29.76861 -13.53901
H10 7.69023 -29.72215 -12.07786
H11 6.47751 -26.79240 -11.02470
H12 7.40777 -28.32854 -10.74525
C4 9.59106 -22.15282 -9.63444
O4 8.79595 -21.46274 -10.27285
N7 10.83462 -21.78555 -9.35884
N8 9.48451 -23.42233 -9.25534
H13 11.46365 -22.32108 -8.77777
H14 11.22040 -20.95541 -9.78562
H15 8.58141 -23.74068 -9.57655
H16 10.22702 -23.84482 -8.71657
C5 9.59216 -24.19117 -14.32353
O5 10.42333 -24.64811 -15.40930
C6 9.81789 -25.67744 -16.16016
C7 10.78038 -26.07113 -17.20628
N9 12.10627 -26.37445 -16.66445
C8 13.10868 -26.53483 -17.72801
C9 14.52983 -26.56027 -17.10465
O6 14.75491 -25.31920 -16.40103
C10 15.90299 -25.30700 -15.62767
H17 9.29684 -24.94869 -13.59756
H18 8.74133 -23.66281 -14.75367
H19 10.19796 -23.48944 -13.75022
H20 8.96678 -25.33185 -16.74693
H21 9.56449 -26.49947 -15.49072
H22 10.92818 -25.20982 -17.85774
H23 10.33870 -26.85815 -17.81752
H24 12.36163 -25.56582 -16.11578
H25 13.14595 -25.64978 -18.36314
H26 12.79894 -27.35379 -18.37724
H27 15.32032 -26.54726 -17.85504
H28 14.63998 -27.40197 -16.42090
H29 16.11465 -24.33359 -15.18519
H30 16.77153 -25.55631 -16.23724
H31 15.80509 -26.02951 -14.81742
C11 10.28306 -26.86003 -12.05682
C12 11.16354 -27.62165 -13.03660
C13 12.51040 -27.95925 -12.47138
O7 13.26889 -28.64641 -13.45161
C14 14.67149 -28.72949 -13.11737
N10 10.50154 -28.82977 -13.52543
H32 9.22913 -26.85850 -12.33489
H33 10.50824 -25.79582 -11.98733
H34 10.29505 -27.20727 -11.02368
H35 11.40490 -27.11190 -13.96934
H36 12.42851 -28.77639 -11.75467
H37 13.10737 -27.11125 -12.13582
H38 14.81035 -29.37350 -12.24901
H39 15.10395 -27.76388 -12.85529
H40 15.20270 -29.19270 -13.94886
H41 9.65079 -28.54392 -13.98869
H42 11.08004 -29.20435 -14.26375
C15 3.89173 -20.63144 -5.38084
C16 3.15840 -21.02013 -6.65971
C17 3.99660 -21.00242 -7.94445
O8 5.10213 -21.86985 -7.83673
C18 6.04927 -21.80674 -8.86875
N11 2.70090 -22.36311 -6.49052
H43 4.83991 -21.15405 -5.25461
H44 3.28296 -20.84965 -4.50341
H45 3.95900 -19.54403 -5.34733
H46 2.26904 -20.39048 -6.68578
H47 4.33859 -19.97674 -8.08274
H48 3.30371 -21.30688 -8.72886
H49 6.49808 -20.81701 -8.78454
H50 5.57619 -21.89310 -9.84692
H51 6.79666 -22.59915 -8.82877
H52 2.26187 -22.63871 -7.35735
H53 3.51802 -22.93334 -6.65564
C19 2.96872 -25.51556 -17.08288
C20 4.13162 -26.21422 -16.42538
C21 5.23186 -25.24336 -15.97531
O9 5.80302 -24.68147 -17.11592
C22 6.41518 -23.46987 -16.90108
N12 3.72083 -27.09468 -15.35826
H54 2.12060 -26.13362 -17.37749
H55 3.34374 -25.01484 -17.97548
H56 2.54510 -24.81192 -16.36626
H57 4.61861 -26.91392 -17.10461
H58 5.98726 -25.77801 -15.39944
H59 4.81009 -24.53983 -15.25749
H60 5.67781 -22.66838 -16.94562
H61 7.10203 -23.28802 -17.72768
H62 6.92535 -23.30069 -15.95281
H63 4.52369 -27.67133 -15.15091
H64 3.13699 -27.82095 -15.74783
C23 6.46965 -17.80550 -13.34009
C24 7.30866 -17.88568 -11.95271
C25 6.42418 -17.59839 -10.66912
O10 5.82096 -16.35703 -11.02395
C26 4.63648 -16.03408 -10.32545
N13 7.87350 -19.26222 -11.95056
H65 5.73598 -18.60632 -13.43251
H66 7.18589 -18.04484 -14.12609
H67 6.02239 -16.84123 -13.58144
H68 8.10513 -17.14163 -11.96418
H69 7.02308 -17.47602 -9.76665
H70 5.78163 -18.47503 -10.58710
H71 4.83089 -16.08326 -9.25406
H72 3.97956 -16.88388 -10.51087
H73 4.08298 -15.15172 -10.64665
H74 8.22361 -19.60993 -11.06930
H75 7.21067 -19.96413 -12.24735
C27 2.14339 -19.95548 -11.59257
C28 2.16462 -21.16979 -12.52255
C29 3.43702 -21.96627 -12.17683
O11 4.72751 -21.32184 -12.44775
C30 4.81624 -20.98345 -13.76579
N14 0.97751 -21.91047 -12.19167
H76 1.30535 -19.32781 -11.89558
H77 3.02277 -19.31211 -11.62232
H78 2.11014 -20.24980 -10.54358
H79 2.07330 -20.81912 -13.55056
H80 3.45470 -22.92022 -12.70385
H81 3.49141 -22.20194 -11.11400
H82 4.65602 -21.82712 -14.43711
H83 5.83064 -20.69623 -14.04255
H84 4.23890 -20.12583 -14.11114
H85 0.17056 -21.31097 -12.28932
H86 0.88470 -22.66688 -12.85450

[2]
Molecular formula: C19H20FN6S2V
Method: DFT, the ωB97M-V functional and the def2-TZVPD basis

Results
Energy relative to the best compared isomer or geometry (same formula, charge and spin) in kcal per mole: 23.0
2S+1: 4
F_max in eV/A: 3.38
Net charge: -1
Gap between HOMO and LUMO (alpha / beta) in eV: 6.245 / 6.366

Element x y z (Å)
V1 -0.05837 -0.80682 -0.35176
N1 0.36206 -2.17518 -4.43693
C1 0.35536 -1.79525 -3.11968
S1 -1.16101 -1.38403 -2.44126
N2 1.50524 -1.74472 -2.50412
N3 1.46617 -1.31901 -1.23735
C2 2.61375 -1.20680 -0.59613
C3 2.50198 -0.70956 0.71572
C4 3.55903 -0.56308 1.63075
C5 3.31582 -0.03315 2.87668
C6 2.01899 0.38620 3.17944
C7 1.02558 0.19835 2.23569
N4 1.22179 -0.36177 1.04991
H1 -0.51106 -2.52130 -4.79966
H2 1.20402 -2.62794 -4.75316
H3 3.54987 -1.45906 -1.08409
H4 4.54795 -0.88517 1.34169
H5 4.11013 0.05745 3.60611
H6 1.78797 0.83552 4.13491
H7 0.01383 0.52512 2.45330
F1 -1.25116 -5.74260 3.10914
C8 -0.95624 -4.69675 2.27572
C9 -1.93260 -3.76129 2.00090
C10 -1.62435 -2.70996 1.15339
C11 -0.35708 -2.54804 0.58244
C12 0.58448 -3.53806 0.87931
C13 0.30296 -4.60621 1.71823
H8 -2.91012 -3.85609 2.45312
H9 -2.41017 -1.99786 0.92382
H10 1.57884 -3.48631 0.44691
H11 1.04360 -5.35784 1.95358
N5 -2.58771 0.47730 1.41469
N6 -1.81193 0.35379 0.21548
H12 -2.77360 1.45929 1.63335
H13 -2.05756 0.07040 2.18425
H14 -1.16164 1.15835 0.05022
H15 -2.46940 0.32802 -0.56974
S2 0.54220 2.23167 -0.69069
C14 -0.39867 3.55830 -1.27677
C15 0.14481 4.40136 -2.25646
C16 -0.52141 5.53047 -2.67452
C17 -1.75971 5.85551 -2.13803
C18 -2.32700 5.01455 -1.19090
C19 -1.66193 3.88246 -0.76692
H16 1.11091 4.14263 -2.66701
H17 -0.07192 6.17166 -3.42608
H18 -2.27807 6.75349 -2.45007
H19 -3.29804 5.25300 -0.77229
H20 -2.11659 3.24894 -0.01517

[3]
Molecular formula: C5H14N2O2
Method: DFT, the ωB97M-V functional and the def2-TZVPD basis

Results
Energy relative to the best compared isomer or geometry (same formula, charge and spin) in kcal per mole: 91.4
F_max in eV/A: 2.25
Gap between HOMO and LUMO in eV: 8.174

Element x y z (Å)
C1 1.40305 0.93077 -0.05055
C2 1.36322 1.72542 -1.34355
O1 1.30292 1.91270 0.99002
O2 2.64443 0.25808 0.06484
H1 1.44368 1.46262 1.83213
H2 3.36955 0.89163 -0.07444
H3 -0.56177 0.32918 -0.66656
H4 2.19470 2.44126 -1.37895
H5 1.44647 1.05663 -2.19938
H6 0.44293 2.30413 -1.40833
C3 -1.44810 -2.61579 -0.31693
C4 -1.05918 -1.33279 0.34617
N1 -0.00969 -1.21847 1.12271
N2 -1.81954 1.02706 0.78511
C5 -1.55592 -0.04728 -0.16434
H7 0.68418 -0.21362 0.67781
H8 0.45014 -2.07705 1.40495
H9 -0.96351 1.52052 1.01321
H10 -2.21597 0.66888 1.64517
H11 -2.42079 -0.18500 -0.81639
H12 -1.60188 -2.46372 -1.38640
H13 -0.69743 -3.39536 -0.17522
H14 -2.39150 -2.97979 0.09889

[4]
Molecular formula: C6H15ClNO2
Method: DFT, the ωB97M-V functional and the def2-TZVPD basis

Results
Energy relative to the best compared isomer or geometry (same formula, charge and spin) in kcal per mole: 54.7
F_max in eV/A: 2.78
Net charge: -1
Gap between HOMO and LUMO in eV: 6.279

Element x y z (Å)
Cl1 -1.18375 0.15283 -3.75304
C1 0.14360 3.90818 0.65154
O1 -0.49459 2.77636 0.17239
C2 0.13770 1.60305 0.64080
C3 -0.98821 0.53810 0.60249
N1 -1.28806 0.03057 -0.74892
C4 -0.23735 -0.79415 -1.47778
C5 0.25119 -2.06835 -0.84181
O2 0.96265 -1.94834 0.37754
C6 1.12127 -3.21835 1.01073
H1 -0.01118 4.85932 0.14214
H2 1.23227 3.87025 0.68992
H3 -0.09832 4.05205 1.70457
H4 0.60900 1.72608 1.61591
H5 0.95143 1.41392 -0.05933
H6 -1.86319 1.11882 0.89448
H7 -0.75677 -0.18689 1.38283
H8 -2.18920 -0.40541 -0.61487
H9 0.63750 -0.15322 -1.58714
H10 -0.76151 -1.14196 -2.36794
H11 0.83415 -2.72707 -1.48551
H12 -0.65304 -2.62362 -0.59255
H13 1.65823 -4.01371 0.49383
H14 0.26841 -3.84344 1.27530
H15 1.71787 -2.92500 1.87451

[5]
Molecular formula: C6H5ClN4O
Method: DFT, the ωB97M-V functional and the def2-TZVPD basis

Results
SMILES: Cc1cc(=O)nc2ncn(Cl)n12
F_max in eV/A: 4.25
Gap between HOMO and LUMO (alpha / beta) in eV: 6.729 / 6.737

Element x y z (Å)
C1 1.11312 -0.26271 0.60366
C2 -0.71774 2.83183 2.99200
C3 0.61087 0.96481 0.46270
C4 1.17358 -0.87341 1.90243
C5 0.12743 0.91782 2.80697
C6 0.37872 1.54421 -0.87578
N1 -0.39909 1.76499 3.71916
N2 0.20290 1.66177 1.59042
N3 -0.34878 2.90147 1.63480
N4 0.46105 -0.32884 3.02746
O1 1.96195 -1.70447 2.19535
Cl1 -1.90399 3.06567 0.47699
H1 1.56925 -0.83874 -0.15252
H2 -1.19903 3.71293 3.49012
H3 -0.63515 1.83951 -0.85324
H4 0.56114 0.78048 -1.60977
H5 1.01850 2.33821 -1.13537

[6]
Molecular formula: C58H61CrN11O5
Method: DFT, the ωB97M-V functional and the def2-TZVPD basis

Results
2S+1: 5
F_max in eV/A: 11.64
Net charge: -2
Gap between HOMO and LUMO (alpha / beta) in eV: 2.150 / 2.199

Element x y z (Å)
Cr1 1.29692 2.59951 -1.79064
C1 -0.26497 0.03476 0.04175
O1 0.38762 1.13508 -0.53004
H1 0.50021 -0.51424 0.59057
H2 -0.60295 -0.69104 -0.69791
H3 -0.97953 0.24460 0.83765
C2 2.27880 4.43244 -4.85541
O2 2.28458 4.31834 -3.46113
H4 3.03072 3.84415 -5.38137
H5 1.37029 4.14734 -5.38592
H6 2.41773 5.43638 -5.25653
C3 2.88009 4.20962 0.46839
O3 3.78432 3.37191 0.73259
O4 3.27469 5.35721 0.49548
O5 2.39005 4.01037 -0.64191
N1 2.95643 1.07292 -2.34791
C4 2.97222 -0.26397 -2.05990
C5 3.99815 -1.19485 -2.31054
C6 5.09526 -0.71561 -2.98108
C7 5.17630 0.63249 -3.22249
C8 4.11718 1.46289 -2.92508
H7 2.07632 -0.57824 -1.54512
H8 3.96899 -2.25798 -2.12267
H9 6.07083 -1.09900 -3.24123
H10 6.13780 0.94505 -3.60227
H11 4.20675 2.51747 -3.14012
N2 3.05642 -2.85028 2.57586
C9 4.07003 -2.97667 3.52482
C10 5.26664 -2.20651 3.47335
C11 5.35147 -1.15084 2.55834
C12 4.32969 -1.05315 1.56540
C13 3.14824 -1.76953 1.72606
H12 3.84663 -3.75101 4.24378
H13 6.09439 -2.55059 4.07571
H14 6.32721 -0.68885 2.52852
H15 4.42144 -0.43675 0.68333
H16 2.27751 -1.52100 1.13747
N3 -1.08001 5.55439 2.34592
C14 -0.92777 6.87375 2.54182
C15 0.01005 7.43108 3.38820
C16 0.85729 6.61334 4.12502
C17 0.78575 5.24767 3.82313
C18 -0.20580 4.76726 2.95584
H17 -1.64312 7.51416 2.04731
H18 -0.05932 8.46274 3.70004
H19 1.56323 7.05196 4.81470
H20 1.40762 4.41725 4.12326
H21 -0.37091 3.73011 2.70390
N4 -4.90821 2.65738 3.03519
C19 -3.59630 2.60295 3.30260
C20 -2.94263 1.42761 3.67507
C21 -3.71989 0.30284 3.85617
C22 -5.08955 0.39969 3.73373
C23 -5.65807 1.64992 3.31252
H22 -3.00708 3.48687 3.10787
H23 -1.87738 1.35878 3.83907
H24 -3.30351 -0.62165 4.22812
H25 -5.63092 -0.48238 4.04238
H26 -6.71746 1.73278 3.11958
N5 3.20098 1.30962 4.83325
C24 2.58542 1.85155 3.74985
C25 1.34029 1.39332 3.26148
C26 0.78655 0.19567 3.91382
C27 1.44257 -0.33515 5.01967
C28 2.62998 0.27101 5.47000
H27 3.14342 2.69752 3.37653
H28 0.87901 1.75084 2.35275
H29 -0.13390 -0.27574 3.60245
H30 0.98925 -1.06898 5.66959
H31 3.11791 -0.23914 6.28736
N6 2.44965 -5.20777 -1.71879
C29 2.44665 -4.76112 -3.03795
C30 1.52304 -3.76579 -3.43896
C31 0.92994 -2.97415 -2.42528
C32 0.94994 -3.34686 -1.10280
C33 1.72240 -4.44532 -0.79729
H32 3.04118 -5.21906 -3.81462
H33 1.39134 -3.48705 -4.47402
H34 0.40176 -2.05638 -2.63772
H35 0.43817 -2.82502 -0.30770
H36 1.79280 -4.75485 0.23501
N7 -1.04598 -8.26656 -2.74214
C34 -1.16530 -8.22719 -1.38151
C35 -1.28572 -7.10251 -0.65514
C36 -1.35587 -5.87185 -1.35922
C37 -1.29976 -5.87256 -2.79138
C38 -1.20513 -7.09298 -3.47381
H37 -1.16917 -9.14549 -0.81308
H38 -1.26351 -7.19412 0.42074
H39 -1.25584 -4.91219 -0.87400
H40 -1.42513 -4.94571 -3.33142
H41 -1.14874 -7.10703 -4.55224
N8 -4.33787 -1.46692 -1.49425
C39 -4.23401 -0.07268 -1.58198
C40 -4.93294 0.56685 -2.64050
C41 -5.88675 -0.08718 -3.38725
C42 -5.91356 -1.50633 -3.32429
C43 -5.09447 -2.13053 -2.39378
H42 -3.63775 0.61554 -1.00127
H43 -4.87321 1.64408 -2.59143
H44 -6.47261 0.51399 -4.06677
H45 -6.52081 -2.00602 -4.06453
H46 -5.00275 -3.20241 -2.29859
N9 -0.58913 3.84284 -1.56468
C44 -1.14690 4.60089 -2.56971
C45 -2.34734 5.33946 -2.46912
C46 -3.00265 5.28562 -1.27032
C47 -2.54024 4.48666 -0.23711
C48 -1.32455 3.78654 -0.41429
H47 -0.48345 4.63638 -3.42116
H48 -2.67652 5.92667 -3.31364
H49 -3.91399 5.85283 -1.15143
H50 -3.01762 4.46587 0.73143
H51 -0.99273 3.31788 0.50039
N10 -1.92499 -4.02834 5.35389
C49 -2.38307 -3.92731 4.07272
C50 -1.53795 -3.71423 2.96926
C51 -0.17372 -3.57491 3.22067
C52 0.31454 -3.65746 4.54550
C53 -0.54891 -4.02653 5.56652
H52 -3.45066 -4.09048 4.07844
H53 -1.91224 -3.38994 2.00949
H54 0.42365 -3.33166 2.35443
H55 1.32824 -3.46473 4.86436
H56 -0.30220 -3.98873 6.61729
N11 0.03691 1.50599 -3.92716
C54 0.53937 1.16113 -5.15670
C55 0.03645 0.18971 -5.99002
C56 -1.15140 -0.45539 -5.55591
C57 -1.73461 -0.18310 -4.26497
C58 -1.03980 0.78051 -3.51828
H57 1.37498 1.68901 -5.59203
H58 0.34869 0.02561 -7.01079
H59 -1.61875 -1.18643 -6.19900
H60 -2.64878 -0.60117 -3.87013
H61 -1.38203 1.20804 -2.58743